The following is a quantum chemistry calculation of a molecular structure, C8H13Cl2LuN3O3Tm at a distorted geometry, from the Open Molecules 2025 dataset.

Each line ends with the Mulliken spin population.
Element x y z (Å)
1 H 0.79 -2.70 2.62  0.015
2 H 1.62 -2.51 0.62  0.001
3 Cl -0.56 1.94 -3.08  -0.001
4 H 0.24 -2.16 -0.42  0.009
5 O 0.92 -2.81 -6.43  -0.003
6 O 1.07 1.80 -7.20  -0.004
7 Lu 0.54 0.06 -1.55  -0.014
8 H -2.78 1.94 2.22  0.039
9 H 2.00 -1.40 2.74  0.015
10 C -0.54 -0.08 1.25  -0.060
11 H 0.21 0.61 3.92  0.047
12 N 0.40 -1.04 1.43  0.224
13 H -1.21 2.80 2.37  0.036
14 H -1.81 0.72 -0.07  -0.001
15 H 0.42 -1.26 3.54  0.008
16 Cl -0.86 -1.91 -2.87  -0.002
17 H -1.41 1.35 4.10  0.004
18 C -1.73 1.96 1.88  0.010
19 H -1.30 -0.44 3.98  0.028
20 O 2.26 2.88 -0.49  0.000
21 C -0.86 0.52 3.66  0.006
22 C 0.67 1.12 -6.34  -0.005
23 N -1.04 0.71 2.22  0.602
24 C 0.93 -1.62 2.67  -0.002
25 Tm -0.48 -0.11 -4.84  1.032
26 C 0.58 -1.85 -5.86  -0.009
27 H 1.82 -1.08 -0.25  0.012
28 C 1.80 1.90 -0.86  0.001
29 H -1.73 2.19 0.81  0.008
30 C 1.00 -1.69 0.25  -0.015
31 N -0.92 0.15 -0.03  0.020

The expectation value of S² is 2.03. The maximum force is 0.185 hartree/bohr. Its spin multiplicity is 3. As for the total energy: -107270.1979 eV. The total charge is +4.